{
  "formula": "C20H38AlCl5F7N6O19P2S5SiV",
  "method": "the ωB97M-V functional and the def2-TZVPD basis",
  "e_tot_ha": -9691.128594,
  "lumo_ev": -6.0695,
  "charge": 0,
  "symbols": ["C", "C", "O", "O", "C", "C", "N", "C", "S", "O", "C", "S", "P", "O", "N", "C", "C", "N", "Si", "C", "C", "C", "S", "C", "O", "O", "N", "P", "N", "H", "H", "H", "H", "H", "H", "H", "H", "H", "H", "H", "H", "H", "H", "H", "H", "H", "H", "H", "H", "H", "H", "H", "H", "H", "H", "C", "O", "H", "H", "H", "H", "F", "C", "F", "F", "F", "S", "O", "O", "O", "C", "C", "C", "C", "N", "H", "H", "H", "H", "H", "H", "H", "Al", "C", "F", "F", "F", "S", "O", "O", "O", "Cl", "O", "V", "O", "C", "Cl", "Cl", "Cl", "H", "O", "Cl", "O", "O", "O"],
  "positions_angstrom": [[-0.666, -3.409, 0.064], [0.773, -2.842, -0.375], [1.699, -2.995, 0.467], [1.039, -2.236, -1.637], [0.403, -0.953, -1.746], [-0.122, -0.619, -3.254], [-0.898, -1.856, -3.664], [-2.082, -1.793, -3.163], [-3.430, -1.654, -2.215], [-1.002, 0.498, -3.093], [-1.036, 1.393, -4.202], [-2.168, 0.822, -5.607], [-1.935, 2.967, -3.522], [-3.409, 2.516, -3.302], [0.300, 1.885, -4.665], [0.370, 2.227, -6.115], [1.410, 1.057, -4.199], [2.587, 1.610, -3.917], [3.944, 0.476, -3.375], [5.675, 1.356, -3.351], [4.200, -1.016, -4.546], [3.692, -0.190, -1.592], [2.988, 3.294, -3.988], [3.555, 3.753, -2.251], [1.878, 4.253, -4.278], [4.061, 3.583, -5.024], [1.101, -0.395, -4.066], [0.980, -1.201, -5.661], [1.599, -2.685, -5.476], [-1.291, -2.468, 0.318], [-0.621, -4.009, 1.038], [-1.203, -3.962, -0.770], [1.009, -0.073, -1.349], [-0.546, -1.002, -1.086], [-2.296, -0.557, -5.559], [-1.414, 3.297, -2.232], [-1.887, 4.049, -4.464], [1.369, 2.788, -6.271], [0.394, 1.345, -6.830], [-0.437, 2.998, -6.402], [5.941, 1.818, -4.357], [6.421, 0.486, -3.198], [5.805, 2.051, -2.459], [5.322, -1.227, -4.672], [3.788, -0.775, -5.584], [3.676, -1.911, -4.052], [4.724, -0.185, -1.057], [3.322, -1.266, -1.604], [3.027, 0.532, -1.005], [4.670, 3.975, -2.250], [3.003, 4.706, -1.908], [3.250, 2.944, -1.485], [-0.344, -1.327, -6.164], [1.722, -0.426, -6.631], [2.419, -2.719, -6.112], [0.348, -1.961, 2.825], [1.683, -1.841, 2.358], [0.313, -1.695, 3.880], [-0.299, -1.286, 2.259], [0.011, -2.995, 2.701], [1.686, -2.086, 1.418], [-5.762, -2.740, -2.034], [-2.025, 1.245, 4.991], [-0.734, 1.252, 4.632], [-2.052, 1.425, 6.322], [-2.579, 2.349, 4.446], [-2.890, -0.315, 4.468], [-2.187, -1.386, 5.124], [-2.770, -0.353, 3.026], [-4.319, -0.155, 4.946], [-5.801, -0.765, 9.354], [-6.798, 0.262, 8.842], [-7.392, -0.109, 7.474], [-6.304, -0.201, 6.431], [-5.457, -0.277, 5.614], [-4.942, -0.850, 8.687], [-5.426, -0.475, 10.339], [-6.265, -1.752, 9.444], [-6.304, 1.237, 8.776], [-7.610, 0.360, 9.567], [-8.112, 0.651, 7.160], [-7.913, -1.069, 7.531], [-4.226, 0.383, -0.449], [2.910, 2.527, 2.296], [3.410, 3.597, 1.639], [3.380, 2.611, 3.551], [1.572, 2.719, 2.370], [3.339, 0.915, 1.477], [4.794, 0.854, 1.469], [2.757, 0.997, 0.139], [2.719, -0.121, 2.318], [-3.676, -1.705, 7.345], [6.058, -3.728, 0.492], [5.924, -2.858, -1.002], [5.802, -1.993, -2.506], [-2.951, -6.389, -1.913], [-3.229, -4.647, -2.086], [-1.524, -6.704, -0.913], [-4.375, -7.179, -1.225], [-2.772, -6.806, -2.902], [1.875, 5.844, 4.236], [0.932, 4.827, 4.644], [0.135, 4.423, 3.504], [0.066, 5.354, 5.674], [1.650, 3.682, 5.159]]
}


{
  "formula": "C20H38BF5NO8",
  "method": "the ωB97M-V functional and the def2-TZVPD basis",
  "e_tot_ha": -1965.537827,
  "lumo_ev": -4.9303,
  "charge": 1,
  "symbols": ["O", "C", "O", "C", "C", "C", "C", "B", "O", "O", "N", "C", "C", "C", "C", "C", "C", "F", "F", "C", "F", "F", "F", "H", "H", "H", "H", "H", "H", "H", "H", "H", "H", "H", "H", "H", "H", "C", "C", "O", "H", "H", "H", "H", "H", "H", "C", "C", "O", "H", "H", "H", "H", "H", "H", "C", "C", "O", "H", "H", "H", "H", "H", "H", "C", "C", "O", "H", "H", "H", "H", "H", "H"],
  "positions_angstrom": [[3.060, -1.273, 0.654], [3.068, -0.083, 0.541], [3.933, 0.517, -0.381], [2.212, 0.899, 1.376], [2.872, 2.153, 1.786], [2.077, 3.087, 2.592], [2.665, 4.464, 3.042], [2.255, 5.523, 1.858], [1.507, 6.671, 2.113], [2.674, 5.178, 0.539], [0.784, 2.806, 2.957], [0.157, 1.626, 2.578], [0.795, 0.619, 1.763], [0.153, -0.719, 1.296], [-1.416, -0.692, 1.119], [-1.974, 0.559, 0.331], [-3.503, 0.775, 0.627], [-3.988, 1.626, -0.373], [-4.181, -0.411, 0.459], [-3.799, 1.486, 1.995], [-3.381, 0.795, 3.100], [-5.174, 1.589, 2.102], [-3.313, 2.761, 2.078], [4.865, 0.391, -0.072], [3.921, 2.401, 1.506], [3.775, 4.405, 3.177], [2.149, 4.826, 3.969], [1.928, 7.394, 1.605], [1.982, 4.605, 0.153], [0.256, 3.485, 3.511], [-0.901, 1.461, 2.889], [0.632, -1.140, 0.368], [0.372, -1.485, 2.100], [-1.882, -0.864, 2.122], [-1.678, -1.598, 0.499], [-1.372, 1.495, 0.434], [-1.932, 0.286, -0.764], [1.267, -3.238, -2.017], [1.258, -2.091, -3.007], [0.723, -0.914, -2.400], [0.256, -3.443, -1.657], [1.670, -4.144, -2.473], [1.872, -2.987, -1.140], [0.636, -2.335, -3.869], [2.269, -1.873, -3.363], [1.286, -0.701, -1.647], [-3.534, -4.285, -3.806], [-2.345, -4.336, -2.867], [-2.747, -4.009, -1.538], [-3.986, -3.291, -3.797], [-3.236, -4.527, -4.828], [-4.307, -4.990, -3.490], [-1.585, -3.615, -3.174], [-1.892, -5.333, -2.862], [-3.412, -4.654, -1.267], [8.107, 2.821, -1.840], [6.866, 2.592, -1.001], [6.978, 1.368, -0.271], [8.255, 1.995, -2.537], [8.028, 3.750, -2.407], [8.998, 2.870, -1.208], [5.983, 2.522, -1.637], [6.719, 3.413, -0.292], [7.755, 1.438, 0.296], [-6.816, -2.385, 1.093], [-6.597, -3.263, -0.124], [-6.856, -4.627, 0.190], [-6.165, -2.698, 1.913], [-6.612, -1.338, 0.861], [-7.845, -2.470, 1.452], [-5.563, -3.190, -0.466], [-7.254, -2.960, -0.946], [-7.773, -4.690, 0.482]]
}


{
  "formula": "C20H38Br16NO3",
  "method": "the ωB97M-V functional and the def2-TZVPD basis",
  "e_tot_ha": -42249.629017,
  "lumo_ev": 1.5626,
  "charge": -1,
  "symbols": ["N", "C", "O", "C", "C", "C", "O", "O", "H", "H", "H", "H", "H", "H", "Br", "C", "C", "Br", "H", "H", "H", "H", "Br", "C", "C", "Br", "H", "H", "H", "H", "Br", "C", "C", "Br", "H", "H", "H", "H", "Br", "C", "C", "Br", "H", "H", "H", "H", "Br", "C", "C", "Br", "H", "H", "H", "H", "Br", "C", "C", "Br", "H", "H", "H", "H", "Br", "C", "C", "Br", "H", "H", "H", "H", "Br", "C", "C", "Br", "H", "H", "H", "H"],
  "positions_angstrom": [[-0.331, 0.749, 1.555], [-0.080, 1.442, 0.335], [0.138, 2.644, 0.323], [-0.106, 0.679, -1.027], [0.937, -0.504, -0.918], [1.662, -0.847, -2.253], [2.288, -0.034, -2.936], [1.608, -2.092, -2.607], [-0.185, 1.483, 2.266], [0.399, 0.036, 1.616], [-1.137, 0.253, -1.082], [0.082, 1.358, -1.878], [1.655, -0.354, -0.076], [0.350, -1.420, -0.638], [-1.905, -4.404, -4.778], [-0.759, -4.656, -3.221], [-1.566, -4.708, -1.950], [-2.140, -2.926, -1.430], [-0.023, -3.845, -3.232], [-0.251, -5.605, -3.391], [-0.952, -5.067, -1.126], [-2.460, -5.322, -2.024], [3.039, -4.712, -8.187], [1.252, -5.473, -8.321], [0.644, -5.698, -6.961], [1.398, -7.274, -6.098], [1.339, -6.384, -8.907], [0.672, -4.739, -8.880], [-0.421, -5.905, -7.047], [0.793, -4.864, -6.281], [2.302, 2.930, -0.436], [4.054, 3.633, -0.941], [3.923, 4.798, -1.889], [3.488, 4.204, -3.692], [4.625, 2.805, -1.357], [4.514, 3.954, -0.006], [4.873, 5.324, -1.985], [3.150, 5.503, -1.593], [-0.625, 2.544, 4.182], [-2.139, 2.058, 5.307], [-2.211, 0.567, 5.515], [-2.909, -0.337, 3.943], [-3.027, 2.471, 4.837], [-1.963, 2.567, 6.255], [-2.908, 0.326, 6.317], [-1.244, 0.121, 5.733], [-5.550, -3.531, 2.266], [-5.700, -3.484, 0.326], [-6.672, -4.517, -0.179], [-5.894, -6.303, -0.147], [-4.695, -3.607, -0.069], [-6.054, -2.480, 0.094], [-6.916, -4.332, -1.224], [-7.589, -4.561, 0.402], [0.478, 4.996, 6.819], [1.970, 6.043, 6.124], [1.625, 6.683, 4.803], [1.681, 5.390, 3.350], [2.827, 5.376, 6.065], [2.158, 6.804, 6.881], [2.365, 7.438, 4.541], [0.635, 7.132, 4.792], [5.526, 4.282, 7.582], [4.020, 3.779, 8.711], [3.959, 2.289, 8.920], [3.260, 1.382, 7.347], [3.125, 4.181, 8.243], [4.192, 4.291, 9.657], [3.264, 2.046, 9.722], [4.927, 1.845, 9.138], [-1.514, -0.491, -4.768], [-2.605, -0.884, -6.327], [-1.769, -0.960, -7.577], [-1.266, 0.813, -8.209], [-3.379, -0.122, -6.376], [-3.064, -1.850, -6.115], [-2.340, -1.401, -8.394], [-0.847, -1.521, -7.439]]
}


{
  "formula": "C20H38O12",
  "method": "the ωB97M-V functional and the def2-TZVPD basis",
  "e_tot_ha": -1687.743330,
  "relative_energy_kcal_mol": 0.0,
  "lumo_ev": 0.2620,
  "charge": 0,
  "symbols": ["C", "O", "C", "O", "C", "C", "O", "O", "H", "H", "H", "H", "H", "H", "C", "C", "O", "C", "C", "O", "H", "H", "H", "H", "H", "H", "H", "H", "C", "C", "O", "C", "C", "O", "H", "H", "H", "H", "H", "H", "H", "H", "C", "C", "O", "C", "C", "O", "H", "H", "H", "H", "H", "H", "H", "H", "C", "C", "O", "C", "C", "O", "H", "H", "H", "H", "H", "H", "H", "H"],
  "positions_angstrom": [[4.970, 3.868, 3.686], [4.775, 4.651, 4.897], [3.450, 4.718, 5.129], [3.035, 4.596, 6.205], [2.477, 4.989, 3.988], [1.299, 4.063, 4.161], [0.200, 4.404, 4.190], [1.661, 2.764, 4.234], [4.768, 4.513, 2.846], [4.220, 3.094, 3.696], [5.953, 3.439, 3.635], [2.871, 4.765, 3.003], [2.185, 6.027, 4.034], [2.117, 2.507, 3.417], [1.453, -1.554, 0.218], [0.864, -0.208, 0.584], [1.793, 0.601, 1.318], [2.727, 1.365, 0.742], [3.039, 1.191, -0.723], [3.341, 2.143, 1.432], [2.315, -1.452, -0.432], [0.710, -2.171, -0.288], [1.789, -2.076, 1.113], [0.489, 0.333, -0.287], [0.015, -0.343, 1.252], [3.880, 0.506, -0.823], [3.320, 2.160, -1.129], [2.204, 0.824, -1.313], [1.086, -7.051, -2.319], [0.569, -5.674, -1.959], [1.546, -4.905, -1.251], [2.504, -4.180, -1.858], [2.762, -4.374, -3.334], [3.171, -3.434, -1.193], [1.943, -6.996, -2.990], [0.306, -7.636, -2.805], [1.412, -7.576, -1.421], [0.204, -5.124, -2.828], [-0.274, -5.770, -1.276], [3.567, -5.097, -3.457], [3.075, -3.421, -3.752], [1.893, -4.703, -3.900], [-2.165, 4.808, 2.462], [-2.670, 5.254, 1.106], [-2.605, 4.191, 0.145], [-3.565, 3.263, -0.006], [-4.656, 3.151, 1.034], [-3.500, 2.499, -0.932], [-2.781, 4.009, 2.877], [-2.162, 5.640, 3.165], [-1.158, 4.421, 2.377], [-3.676, 5.676, 1.149], [-2.023, 6.036, 0.713], [-4.369, 2.395, 1.763], [-5.569, 2.833, 0.535], [-4.879, 4.082, 1.549], [-2.172, -2.599, -2.064], [-2.822, -2.028, -3.307], [-3.112, -3.050, -4.263], [-4.239, -3.793, -4.241], [-5.133, -3.745, -3.023], [-4.471, -4.524, -5.162], [-2.833, -3.295, -1.548], [-1.902, -1.802, -1.370], [-1.271, -3.152, -2.334], [-3.713, -1.442, -3.080], [-2.127, -1.354, -3.806], [-4.863, -4.563, -2.356], [-6.160, -3.882, -3.352], [-5.093, -2.806, -2.475]]
}


{
  "formula": "C20H39BCl4OSi4",
  "method": "the ωB97M-V functional and the def2-TZVPD basis",
  "e_tot_ha": -3884.468652,
  "relative_energy_kcal_mol": 18.6,
  "lumo_ev": -2.5606,
  "charge": 0,
  "symbols": ["Cl", "B", "Cl", "Cl", "O", "C", "C", "C", "C", "C", "Cl", "C", "C", "H", "H", "H", "H", "H", "C", "Si", "C", "C", "Si", "Si", "C", "C", "C", "Si", "C", "C", "C", "C", "C", "C", "C", "H", "H", "H", "H", "H", "H", "H", "H", "H", "H", "H", "H", "H", "H", "H", "H", "H", "H", "H", "H", "H", "H", "H", "H", "H", "H", "H", "H", "H", "H", "H", "H", "H", "H"],
  "positions_angstrom": [[-2.945, -0.691, 5.664], [-1.187, -0.098, 5.335], [-1.336, 1.740, 4.702], [-0.191, 0.014, 6.936], [-0.583, -0.924, 4.388], [0.439, -0.491, 3.522], [1.779, -0.882, 4.209], [2.870, -0.007, 4.166], [3.942, -0.165, 5.047], [3.935, -1.207, 5.974], [5.191, -1.366, 7.113], [2.859, -2.102, 6.011], [1.815, -1.967, 5.096], [0.432, 0.622, 3.531], [2.867, 0.804, 3.427], [4.739, 0.565, 5.076], [2.813, -2.890, 6.752], [0.975, -2.668, 5.129], [-2.260, 0.254, -4.785], [-2.143, -0.642, -3.108], [-3.855, -0.640, -2.325], [-1.742, -2.450, -3.473], [-0.621, 0.295, -1.529], [1.413, -0.739, -1.972], [1.855, -0.622, -3.808], [2.710, 0.115, -0.906], [1.256, -2.555, -1.516], [-0.430, 2.438, -2.453], [0.295, 2.592, -4.202], [-2.117, 3.281, -2.511], [0.697, 3.395, -1.282], [-0.971, 0.638, 0.410], [-1.053, -0.335, 1.550], [-2.409, -0.503, 2.107], [0.129, -1.002, 2.143], [-3.024, -0.255, -5.398], [-2.562, 1.307, -4.701], [-1.320, 0.222, -5.352], [-4.557, -1.148, -3.002], [-3.845, -1.181, -1.371], [-4.227, 0.375, -2.143], [-2.466, -2.830, -4.213], [-0.733, -2.609, -3.875], [-1.845, -3.057, -2.562], [2.584, -1.416, -4.023], [0.993, -0.768, -4.470], [2.314, 0.341, -4.058], [3.615, -0.509, -0.912], [2.975, 1.106, -1.294], [2.388, 0.238, 0.137], [2.263, -3.003, -1.537], [0.852, -2.686, -0.501], [0.607, -3.111, -2.207], [0.188, 3.642, -4.511], [1.362, 2.344, -4.230], [-0.217, 1.979, -4.950], [-2.034, 4.207, -3.100], [-2.903, 2.664, -2.963], [-2.443, 3.557, -1.499], [0.740, 4.438, -1.627], [0.318, 3.395, -0.253], [1.722, 3.004, -1.267], [-0.361, 1.510, 0.730], [-2.019, 0.975, 0.290], [-2.772, 0.424, 2.577], [-3.094, -0.716, 1.271], [-2.556, -1.278, 2.861], [-0.095, -2.074, 2.262], [0.984, -0.894, 1.471]]
}


{
  "formula": "C20H39BrGeN3PdSi3",
  "method": "the ωB97M-V functional and the def2-TZVPD basis",
  "e_tot_ha": -6596.597827,
  "relative_energy_kcal_mol": 0.0,
  "lumo_ev": [-7.4375, -8.0086],
  "charge": 2,
  "multiplicity": 2,
  "symbols": ["Pd", "C", "C", "C", "C", "C", "Br", "N", "C", "H", "H", "H", "H", "H", "H", "C", "Si", "C", "C", "Ge", "Si", "C", "C", "C", "Si", "C", "C", "C", "H", "H", "H", "H", "H", "H", "H", "H", "H", "H", "H", "H", "H", "H", "H", "H", "H", "H", "H", "H", "H", "H", "H", "H", "H", "H", "H", "N", "C", "C", "C", "C", "C", "N", "H", "H", "H", "H", "H", "H"],
  "positions_angstrom": [[-0.975, 0.829, 0.636], [0.210, -0.380, 6.259], [0.647, -0.369, 4.826], [1.914, -0.791, 4.432], [2.279, -0.792, 3.092], [1.327, -0.352, 2.200], [1.686, -0.283, 0.330], [0.111, 0.069, 2.530], [-0.218, 0.057, 3.826], [1.061, -0.500, 6.926], [-0.478, -1.205, 6.442], [-0.301, 0.545, 6.522], [2.627, -1.124, 5.175], [3.254, -1.120, 2.766], [-1.216, 0.399, 4.066], [-3.464, 3.085, 1.499], [-2.296, 3.791, 0.229], [-2.808, 3.724, -1.568], [-1.711, 5.498, 0.661], [0.116, 2.832, 0.114], [1.342, 3.717, 2.060], [1.661, 5.513, 1.663], [2.977, 2.815, 2.134], [0.307, 3.498, 3.600], [1.030, 2.956, -2.124], [0.092, 1.790, -3.243], [0.784, 4.763, -2.542], [2.840, 2.514, -2.011], [-4.493, 3.148, 1.139], [-3.401, 3.675, 2.414], [-3.272, 2.040, 1.756], [-3.897, 3.782, -1.638], [-2.481, 2.832, -2.098], [-2.407, 4.590, -2.093], [-2.552, 6.156, 0.417], [-0.865, 5.841, 0.069], [-1.491, 5.611, 1.720], [2.309, 5.632, 0.795], [2.190, 5.943, 2.518], [0.765, 6.103, 1.515], [3.688, 3.251, 1.434], [2.914, 1.755, 1.925], [3.391, 2.930, 3.138], [-0.187, 4.434, 3.861], [0.930, 3.213, 4.448], [-0.466, 2.735, 3.483], [-0.761, 2.284, -3.708], [-0.282, 0.919, -2.698], [0.732, 1.425, -4.046], [-0.268, 5.026, -2.625], [1.248, 4.988, -3.503], [1.250, 5.418, -1.803], [2.991, 1.493, -1.663], [3.375, 3.185, -1.339], [3.310, 2.593, -2.993], [-1.507, -1.884, -0.026], [-2.746, -1.304, -0.243], [-3.921, -2.059, -0.273], [-5.114, -1.418, -0.496], [-5.121, -0.035, -0.698], [-3.929, 0.637, -0.623], [-2.753, 0.031, -0.373], [-1.507, -2.893, 0.028], [-0.768, -1.544, -0.630], [-3.871, -3.131, -0.148], [-6.033, -1.984, -0.535], [-6.035, 0.501, -0.904], [-3.892, 1.704, -0.758]]
}


> Which value of charge does entry 2 give?

+1


> What is the formula in the sixth record?

C20H39BrGeN3PdSi3